Density functional theory data (the ωB97M-V functional and the def2-TZVPD basis) for one molecule with the formula C3H4N2OS2 at a distorted geometry.

```
12
Properties=species:S:1:pos:R:3:forces:R:3:nbo_charge:R:1
S -2.829 -1.568 0.486 1.20 0.39 -0.28 -0.096
C -1.305 -0.914 0.348 -1.63 -0.06 -0.51 0.047
C -0.356 -0.921 1.482 1.30 -0.32 2.27 -0.170
O 0.712 0.020 1.037 -0.55 -0.50 -0.60 -0.483
C 0.414 0.239 -0.268 -2.73 -1.39 0.86 0.718
N 1.267 0.977 -0.958 1.74 0.33 -0.02 -0.734
S 0.848 1.351 -2.615 0.60 0.68 0.91 0.242
N -0.748 -0.262 -0.732 1.40 0.38 1.26 -0.562
H -0.780 -0.621 2.532 0.82 -0.26 -2.24 0.247
H 0.155 -1.932 1.614 -0.73 1.20 -0.23 0.229
H 2.234 0.985 -0.492 -1.82 0.51 -1.55 0.435
H 0.386 2.646 -2.434 0.40 -0.97 0.14 0.127
```
Positions in Å, forces in eV/Å.

## Properties
LUMO, eV: 0.1
SMILES: S=C1COC(NS)=N1
Multiplicity: 1
Relative energy (zero: lowest compared OMol25 entry of this formula, charge and spin), kcal per mole: 33.1
Total energy, hartree: -1097.801850



Density functional theory data (the ωB97M-V functional and the def2-TZVPD basis) for a 2-piece molecular cluster, C4H8O3 overall.

```
15
Properties=species:S:1:pos:R:3:forces:R:3:nbo_charge:R:1
O -0.709 1.794 -0.499 0.02 -0.57 -0.29 -0.524
C -0.949 0.705 -0.960 0.47 0.54 0.07 0.460
C -0.699 -0.585 -0.191 -0.08 -0.08 0.07 -0.623
C 0.808 -0.733 -0.162 0.23 -0.09 -0.23 0.585
O 1.419 -1.269 -1.063 -0.19 0.17 0.41 -0.548
C 1.526 -0.083 0.997 -0.24 -0.02 0.02 -0.174
O 2.907 -0.117 0.825 0.11 -0.08 -0.09 -0.703
H -1.302 0.590 -2.000 -0.01 0.01 0.06 0.136
H -1.147 -1.446 -0.689 0.06 0.11 -0.03 0.247
H -1.098 -0.488 0.823 0.07 0.09 -0.11 0.248
H 1.148 0.948 1.083 0.07 -0.15 -0.03 0.215
H 1.216 -0.613 1.915 0.06 0.06 -0.13 0.190
H 3.055 -0.600 -0.006 0.07 0.04 0.10 0.487
H -2.899 1.260 0.037 -0.45 -0.16 0.07 0.024
H -3.276 0.635 -0.109 -0.21 0.13 0.13 -0.020
```
Positions in Å, forces in eV/Å.

## Properties
LUMO, eV: 0.2
SMILES: O=CCC(=O)CO.[H][H]
Multiplicity: 1
Relative energy (zero: lowest compared OMol25 entry of this formula, charge and spin), kcal per mole: 60.7
Total energy, hartree: -382.868029



Density functional theory data (the ωB97M-V functional and the def2-TZVPD basis) for a 6-piece molecular cluster, C49H97N2O3 overall at a distorted geometry.

```
151
Properties=species:S:1:pos:R:3:forces:R:3:mulliken_spin:R:1
C 0.106 -0.979 -0.266 -0.45 -0.34 -0.04 -0.001
C -1.193 -1.460 -0.885 -0.16 -0.75 0.21 -0.006
C -1.841 -2.650 -0.166 0.42 0.46 -1.00 0.012
N -1.783 -1.061 -1.940 0.08 1.17 1.16 0.005
C -1.561 0.298 -2.417 -1.44 0.08 -1.94 -0.012
O -0.274 0.337 -3.121 0.62 0.65 1.08 0.003
C 0.270 1.560 -3.314 0.50 1.11 -0.75 -0.007
O -0.300 2.516 -3.807 -0.06 -1.11 0.62 0.002
C 1.724 1.713 -2.938 -0.61 -0.67 -0.19 0.003
C 2.480 0.714 -2.366 -0.42 -1.09 0.27 -0.001
C 3.805 0.912 -2.065 0.63 -0.58 0.47 0.000
C 4.431 2.102 -2.347 0.07 -0.06 0.02 0.000
C 3.675 3.104 -2.933 1.25 0.45 0.13 0.000
C 2.352 2.906 -3.213 -0.54 1.21 -0.55 0.000
C -2.654 0.498 -3.521 0.44 -0.70 0.51 0.026
C -4.081 0.790 -2.962 -0.93 -0.48 -2.22 0.016
C -4.560 2.146 -3.539 -0.67 -0.09 1.31 0.020
C -5.026 -0.274 -3.602 0.74 -0.03 0.05 -0.002
N -4.228 0.653 -1.504 1.18 -0.67 0.01 0.365
O -4.524 -0.524 -1.087 -0.38 0.26 0.12 0.552
C -3.223 1.358 -0.706 1.25 1.56 1.13 -0.014
C -3.088 0.798 0.723 -1.11 -0.25 -0.24 0.003
C -3.679 2.839 -0.489 -1.09 -0.70 -0.39 0.023
C -1.791 1.409 -1.382 -0.37 -0.01 0.56 0.029
H 0.885 -1.679 -0.600 -0.09 0.14 -0.01 0.000
H 0.391 0.028 -0.557 0.07 -0.10 0.15 -0.001
H 0.031 -1.118 0.816 0.16 0.39 -0.09 0.001
H -1.410 -3.560 -0.598 -0.03 -0.08 0.47 0.001
H -1.669 -2.563 0.909 -0.01 -0.32 -0.11 -0.001
H -2.905 -2.629 -0.408 0.10 -0.06 0.16 -0.006
H 2.061 -0.261 -2.146 -0.19 0.17 -0.12 0.000
H 4.372 0.112 -1.595 -0.08 0.03 -0.09 0.000
H 5.487 2.195 -2.117 -0.11 0.29 -0.08 0.000
H 4.171 4.039 -3.178 -0.26 0.00 -0.02 0.000
H 1.800 3.723 -3.667 -0.11 -0.23 0.02 0.000
H -2.682 -0.463 -4.044 0.05 0.16 0.04 0.000
H -2.351 1.239 -4.264 -0.01 0.22 0.41 -0.005
H -5.528 2.368 -3.063 0.18 0.16 -0.12 -0.014
H -3.886 2.982 -3.339 0.02 -0.13 -0.26 0.003
H -4.776 2.029 -4.601 0.42 0.14 0.04 0.003
H -6.008 -0.298 -3.128 0.05 0.09 -0.18 -0.002
H -5.082 -0.059 -4.674 -0.23 0.04 0.18 -0.001
H -4.550 -1.254 -3.523 -0.32 0.03 0.25 0.004
H -2.337 1.361 1.282 0.11 -0.18 -0.25 -0.001
H -2.923 -0.279 0.746 0.20 0.16 0.03 0.011
H -4.045 0.982 1.230 0.15 -0.21 0.02 -0.002
H -4.776 2.798 -0.426 0.17 0.15 0.10 -0.009
H -3.341 3.237 0.469 0.34 0.10 -0.31 0.002
H -3.454 3.485 -1.338 0.22 0.08 0.30 -0.001
H -1.732 2.408 -1.818 0.30 -0.40 -0.48 0.001
H -1.089 1.411 -0.543 0.09 -0.15 -0.27 -0.001
C -1.744 4.446 -10.324 -0.05 0.14 0.03 0.000
C -1.069 5.098 -9.121 0.08 -0.09 -0.10 0.000
C -0.470 4.087 -8.143 0.00 0.06 0.07 0.000
C -1.480 3.143 -7.488 -0.05 -0.07 -0.06 0.000
C -2.603 3.835 -6.716 0.08 0.00 0.08 0.000
C -2.099 4.662 -5.538 -0.14 0.04 0.04 0.000
H -2.583 3.817 -10.024 0.02 -0.02 -0.01 0.000
H -2.130 5.208 -11.003 0.00 -0.05 -0.04 0.000
H -1.034 3.829 -10.880 -0.03 -0.03 0.01 0.000
H -1.781 5.750 -8.608 0.01 -0.02 0.03 0.000
H -0.266 5.748 -9.480 -0.02 0.02 0.03 0.000
H 0.077 4.631 -7.367 -0.01 -0.03 0.02 0.000
H 0.277 3.484 -8.669 0.00 0.01 -0.02 0.000
H -0.939 2.478 -6.807 -0.02 0.03 0.03 0.000
H -1.922 2.495 -8.250 0.02 0.01 -0.01 0.000
H -3.287 3.068 -6.339 -0.01 0.00 -0.03 0.000
H -3.194 4.467 -7.385 0.01 -0.04 -0.04 0.000
H -1.549 4.036 -4.836 0.00 0.07 -0.07 0.000
H -2.937 5.114 -5.003 0.02 0.03 0.00 0.000
H -1.443 5.472 -5.864 -0.01 0.00 0.00 0.000
C 0.925 -2.971 3.699 0.05 -0.14 0.09 0.000
C -0.186 -3.865 4.240 -0.04 0.08 -0.15 0.000
C -1.499 -3.120 4.480 -0.02 -0.07 0.07 0.000
C -1.426 -2.004 5.524 0.07 0.04 -0.03 0.000
C -0.952 -2.446 6.908 -0.13 0.02 0.01 0.000
C -1.877 -3.464 7.568 0.12 0.00 0.06 0.000
H 1.181 -2.174 4.399 0.00 0.02 -0.03 0.000
H 1.829 -3.554 3.520 0.02 0.06 -0.04 0.000
H 0.627 -2.512 2.752 0.00 0.03 0.02 0.000
H 0.151 -4.353 5.159 -0.03 0.01 0.01 0.000
H -0.370 -4.668 3.521 0.00 -0.02 0.04 0.000
H -2.265 -3.844 4.770 -0.02 0.03 0.00 0.000
H -1.839 -2.687 3.534 0.01 -0.01 -0.01 0.000
H -2.420 -1.553 5.616 0.01 0.00 0.02 0.000
H -0.769 -1.208 5.164 -0.01 -0.01 -0.02 0.000
H -0.890 -1.563 7.550 0.04 0.00 -0.02 0.000
H 0.061 -2.854 6.852 0.00 0.02 -0.03 0.000
H -2.885 -3.057 7.681 -0.01 -0.04 -0.03 0.000
H -1.507 -3.724 8.562 -0.06 -0.03 0.00 0.000
H -1.943 -4.387 6.990 -0.03 0.01 0.00 0.000
C -5.154 -4.378 10.509 -0.06 -0.15 -0.03 0.000
C -5.914 -4.552 9.198 0.13 0.10 0.01 0.000
C -6.431 -3.234 8.623 -0.07 -0.06 -0.07 0.000
C -7.443 -2.498 9.502 0.05 0.00 0.08 0.000
C -8.693 -3.301 9.859 -0.05 0.09 -0.09 0.000
C -9.526 -3.693 8.642 -0.02 -0.08 0.10 0.000
H -5.789 -3.963 11.293 0.02 0.02 0.00 0.000
H -4.784 -5.343 10.862 0.04 0.04 0.05 0.000
H -4.295 -3.716 10.375 -0.02 0.02 0.03 0.000
H -6.737 -5.258 9.341 -0.03 0.03 -0.02 0.000
H -5.244 -5.011 8.466 -0.04 -0.01 -0.01 0.000
H -6.873 -3.428 7.641 -0.01 0.03 0.00 0.000
H -5.580 -2.568 8.442 0.01 -0.02 0.01 0.000
H -7.746 -1.580 8.987 -0.02 -0.01 0.01 0.000
H -6.956 -2.174 10.427 0.01 0.00 -0.02 0.000
H -9.312 -2.698 10.528 0.02 -0.02 0.03 0.000
H -8.421 -4.199 10.421 0.03 0.02 0.01 0.000
H -9.850 -2.807 8.092 0.03 -0.02 -0.03 0.000
H -10.418 -4.241 8.950 -0.01 0.01 -0.05 0.000
H -8.968 -4.334 7.958 -0.01 0.02 -0.01 0.000
C 6.447 -5.356 -5.018 -0.05 0.05 -0.13 0.000
C 7.029 -4.035 -5.512 0.08 -0.10 0.08 0.000
C 7.541 -3.140 -4.383 0.01 0.08 -0.05 0.000
C 6.473 -2.684 -3.387 -0.05 -0.08 0.02 0.000
C 5.297 -1.926 -4.003 0.10 0.09 0.05 0.000
C 5.706 -0.621 -4.678 -0.13 -0.07 -0.07 0.000
H 5.581 -5.199 -4.373 0.02 -0.02 0.02 0.000
H 6.121 -5.967 -5.860 0.00 -0.04 0.04 0.000
H 7.193 -5.924 -4.458 -0.03 0.01 0.03 0.000
H 6.283 -3.506 -6.111 0.01 0.03 0.02 0.000
H 7.863 -4.251 -6.185 -0.02 0.04 -0.02 0.000
H 8.029 -2.265 -4.822 0.00 0.01 0.03 0.000
H 8.322 -3.674 -3.833 0.00 -0.01 -0.02 0.000
H 6.952 -2.046 -2.635 -0.02 0.01 -0.01 0.000
H 6.088 -3.550 -2.841 0.03 0.00 -0.01 0.000
H 4.579 -1.699 -3.210 -0.04 -0.04 -0.03 0.000
H 4.769 -2.560 -4.720 0.01 -0.02 0.02 0.000
H 6.193 0.050 -3.966 0.03 0.00 -0.03 0.000
H 4.829 -0.108 -5.076 0.04 0.06 0.02 0.000
H 6.392 -0.794 -5.509 0.01 0.01 0.02 0.000
C 6.916 1.121 1.361 -0.12 -0.04 0.11 0.000
C 5.887 2.220 1.606 0.07 -0.04 -0.16 0.000
C 6.378 3.608 1.194 -0.09 0.04 0.05 0.000
C 7.600 4.119 1.960 0.05 -0.08 0.00 0.000
C 7.427 4.187 3.477 -0.01 0.13 -0.03 0.000
C 6.328 5.148 3.917 0.02 -0.09 0.09 0.000
H 7.824 1.280 1.945 0.02 0.00 -0.04 0.000
H 6.511 0.149 1.646 0.05 -0.02 -0.03 0.000
H 7.192 1.075 0.305 0.04 0.01 0.01 0.000
H 5.587 2.216 2.658 0.01 0.04 0.00 0.000
H 4.985 1.987 1.033 -0.02 0.03 0.03 0.000
H 5.554 4.319 1.306 0.02 0.02 -0.01 0.000
H 6.620 3.595 0.126 -0.01 -0.02 0.00 0.000
H 7.850 5.117 1.586 0.00 0.00 0.02 0.000
H 8.465 3.489 1.731 -0.02 0.00 -0.02 0.000
H 8.373 4.511 3.919 0.00 -0.05 0.00 0.000
H 7.228 3.191 3.883 0.02 -0.01 -0.03 0.000
H 6.532 6.161 3.563 -0.03 -0.01 -0.02 0.000
H 6.261 5.180 5.006 -0.03 0.04 -0.01 0.000
H 5.350 4.846 3.539 0.00 0.02 -0.01 0.000
```
Positions in Å, forces in eV/Å.

## Properties
LUMO (spin up / spin down), eV: 0.2 / 0.2
Multiplicity: 2
<S²>: 0.75
Total energy, hartree: -2260.376171



Density functional theory data (the ωB97M-V functional and the def2-TZVPD basis) for C4H5NOS2 as an isolated structure at a distorted geometry.

```
13
Properties=species:S:1:pos:R:3:forces:R:3:nbo_charge:R:1
C 1.129 1.249 -0.034 -4.59 -3.27 0.40 -0.132
C 2.246 0.582 -0.181 -0.01 0.03 0.60 -0.442
C 0.625 -1.400 0.133 1.49 -2.49 -0.44 -0.413
C -0.100 -0.328 0.219 0.96 3.74 -1.09 -0.362
N -2.384 0.833 -0.499 -0.95 0.48 0.16 -1.203
O -2.411 -1.634 -0.033 0.21 -0.49 0.52 -0.914
S 2.316 -1.135 -0.034 0.73 -0.22 -0.21 0.402
S -1.848 -0.344 0.227 0.84 2.21 2.12 1.887
H 0.598 2.220 -0.111 1.08 -0.87 0.19 0.255
H 3.203 1.019 -0.243 1.01 0.65 -0.35 0.248
H 0.412 -2.507 0.039 -0.44 1.60 0.43 0.279
H -1.923 1.416 -1.170 0.42 -0.29 -0.09 0.407
H -1.864 0.029 1.689 -0.74 -1.07 -2.24 -0.012
```
Positions in Å, forces in eV/Å.

## Properties
LUMO, eV: 0.6
Multiplicity: 1
Relative energy (zero: lowest compared OMol25 entry of this formula, charge and spin), kcal per mole: 131.4
Total energy, hartree: -1081.583788